This record from OMol25 describes an isolated molecule of C4H3NO3. The level of theory is ωB97M-V/def2-TZVPD.

Calculated values
E_LUMO: -0.272 eV
gap between HOMO and LUMO: 9.87 eV
HOMO energy: -0.3729 Eh
SMILES: O=Cn1occc1=O
relative energy (zero: lowest compared OMol25 entry of this formula, charge and spin): 70.9 kcal/mol
E: -11826.459 eV

Geometry as XYZ:
```
11
Properties=species:S:1:pos:R:3:lowdin_charge:R:1
C 0.88214 0.74980 -1.12598 0.06
C -0.17118 1.54077 -0.71082 -0.04
C 0.67552 -0.48355 -0.45976 -0.45
C -0.91594 -1.20634 1.27721 -0.29
N -0.41884 -0.29759 0.41701 0.02
O 1.28129 -1.54129 -0.47630 0.07
O -1.79014 -1.14122 2.06615 0.12
O -0.94548 0.98519 0.24668 0.06
H 1.76901 0.75236 -1.77678 0.14
H -0.30988 2.61014 -0.60453 0.14
H -0.05651 -1.96827 1.14713 0.17
```